# 1
Density functional theory data (ωB97M-V with the def2-TZVPD basis set) for a molecular structure, C12H14Br24NO3 in a non-equilibrium geometry.

Its highest occupied orbital energy is -4.666 eV. The charge is -1. The calculation puts the maximum force at 2.5 eV/Å. The calculation puts the electronic energy at -1701321.49145 eV.

Last column: Löwdin charge in e.
Cartesian coordinates (Å):
1 Br -2.026696 -7.565598 3.413041  0.55
2 Br -2.256133 3.629666 -8.214619  0.57
3 Br 0.533239 -5.837928 5.527926  0.55
4 Br 0.681522 5.618239 -0.111529  0.51
5 Br 1.340028 -3.003516 6.756111  0.58
6 Br 0.725943 -3.395005 -0.357106  0.63
7 Br 1.317874 4.656479 -3.096309  0.52
8 Br -3.457543 -5.232904 5.058373  0.58
9 Br -7.436891 2.375058 -7.772792  0.56
10 Br 1.792356 -6.086081 1.010982  0.52
11 Br -2.363830 9.668623 3.602795  0.55
12 Br -0.174387 5.371972 -6.534326  0.56
13 Br 2.570000 -3.233306 2.228103  0.67
14 Br -5.870662 5.036136 -8.575024  0.54
15 Br -0.547523 -3.155395 4.191530  0.60
16 Br 0.033080 -6.940485 -5.068243  0.55
17 Br -1.902844 6.999584 1.914392  0.55
18 Br -6.347642 4.334228 -5.504113  0.55
19 Br -0.393866 -6.911049 -1.905564  0.54
20 Br -2.939031 -8.066940 6.433243  0.56
21 Br 0.381970 8.059691 3.864498  0.57
22 Br -2.587055 3.911442 -5.051343  0.58
23 Br 2.129235 -5.432001 -3.189528  0.57
24 Br 2.628939 3.121758 -0.614193  0.92
25 O 3.519233 2.530377 2.101068  0.01
26 O 2.516434 0.538983 -1.472199  -0.11
27 O 1.194488 -0.117556 0.123173  -0.08
28 N 3.374445 0.756519 0.644396  -0.12
29 C 0.893887 -6.901462 -3.340447  -1.63
30 C 1.851912 1.005285 2.750985  0.00
31 C -1.074950 8.547090 2.702835  -1.64
32 C 1.995180 4.806514 -1.286474  -1.57
33 C 1.233156 -4.251936 1.284503  -1.60
34 C -3.310516 -7.135835 4.785341  -1.62
35 C 4.001042 -0.500603 1.109667  -0.10
36 C -1.347779 3.846072 -6.523241  -1.62
37 C -0.013866 -4.015323 5.828929  -1.62
38 C -6.060097 3.629295 -7.271354  -1.65
39 C 2.264782 0.385008 -0.281432  -0.88
40 C 2.949544 1.502729 1.818313  -0.55
41 H -0.656375 9.130184 1.894897  -0.03
42 H 4.548860 -0.965953 0.291097  0.09
43 H 1.471269 -7.810473 -3.254633  -0.03
44 H 0.899562 1.400433 2.393233  0.09
45 H 3.196876 -1.160450 1.469706  -0.06
46 H 2.045732 1.296351 3.781106  0.08
47 H -4.272995 -7.480514 4.436019  -0.03
48 H 0.354977 -4.282597 1.911606  -0.11
49 H 2.840723 5.478871 -1.322921  -0.04
50 H -5.124094 3.085566 -7.249077  -0.08
51 H 1.786384 -0.083458 2.674862  0.05
52 H -0.729864 2.970313 -6.380717  -0.02
53 H 4.679412 -0.236179 1.927405  0.09
54 H -0.883383 -4.046598 6.470544  -0.05

Cartesian forces (eV/Å) of the 6 atoms listed first:
Br -0.120 0.024 0.043
Br 0.027 0.022 0.064
Br 0.039 0.131 0.030
Br 0.023 0.031 -0.115
Br -0.053 -0.053 -0.082
Br 0.087 0.034 0.238

=====

# 2
Density functional theory data (ωB97M-V with the def2-TZVPD basis set) for a molecular structure, C11H20BF6N2OPPt.

Its highest occupied orbital energy (alpha / beta) is -13.082 / -13.062 eV. The charge is +1. As for the expectation value of S²: 0.753. The calculation puts the maximum force at 0.6 eV/Å. The multiplicity is 2. The calculation puts the electronic energy at -46271.68833 eV.

Last column: Löwdin charge in e.
Cartesian coordinates (Å):
1 Pt 0.020076 -1.063578 -1.111391  1.40
2 P -2.435220 -3.271340 0.719544  0.24
3 F -1.495502 -4.364589 0.069172  -0.10
4 F -1.158965 -2.784405 1.615267  -0.17
5 F -3.026664 -4.180968 1.828799  -0.05
6 F -3.187015 -1.945589 1.181111  -0.12
7 F -1.665035 -2.125226 -0.628346  -0.42
8 F -3.536157 -3.528618 -0.371925  -0.08
9 O -0.811851 -1.763655 -3.039180  -0.23
10 N 1.811730 -0.428352 -1.423170  -0.06
11 N 0.060746 0.195369 2.630346  -0.16
12 C 0.045266 -2.264345 -4.101095  -0.05
13 C -0.348751 0.885766 -0.749098  -0.21
14 C 0.348314 1.414669 3.437625  0.02
15 C 2.716721 0.269145 -1.194618  -0.17
16 C 1.310253 -0.323469 2.005926  0.01
17 C -0.146281 1.757817 -1.804642  -0.08
18 C -0.387679 3.111366 -1.623084  -0.03
19 C -1.013153 2.694166 0.648920  -0.03
20 C -0.817220 3.581935 -0.392388  -0.04
21 C -0.769131 1.325313 0.505233  -0.22
22 C -1.078216 0.406646 1.645891  -0.08
23 B 3.887664 1.228342 -0.902677  -0.37
24 H -1.388769 3.057372 1.598664  0.12
25 H -0.559119 1.726366 3.948490  0.11
26 H 0.526006 -3.193547 -3.802566  0.10
27 H -0.563548 -2.414804 -4.989104  0.10
28 H 1.123700 1.181725 4.162414  0.11
29 H 4.443826 1.446676 -1.946860  0.03
30 H 0.193101 1.396628 -2.764615  0.11
31 H 0.789081 -1.496609 -4.288223  0.09
32 H 1.694685 0.423211 1.314429  0.09
33 H 3.302627 2.213459 -0.488289  0.03
34 H -0.282091 -0.534866 3.258270  0.19
35 H -1.483968 -2.419487 -2.795012  0.10
36 H -1.362962 -0.577186 1.302234  0.07
37 H -1.904936 0.796293 2.237970  0.15
38 H -1.011587 4.635514 -0.248355  0.12
39 H -0.234695 3.792120 -2.449138  0.12
40 H 4.574219 0.709845 -0.058401  0.03
41 H 0.693406 2.196872 2.766250  0.11
42 H 2.041017 -0.502974 2.790853  0.12
43 H 1.086078 -1.263009 1.504768  0.08

Cartesian forces (eV/Å) of the 6 atoms listed first:
Pt -0.019 -0.342 0.226
P 0.171 -0.133 0.401
F 0.003 0.001 -0.056
F -0.046 0.102 -0.145
F -0.012 -0.015 -0.024
F 0.045 0.048 -0.050

=====

# 3
Density functional theory data (ωB97M-V with the def2-TZVPD basis set) for 3 unconnected molecules or ions with the total composition C4H5FN2O in a non-equilibrium geometry.

Its highest occupied orbital energy is -9.794 eV. The calculation puts the maximum force at 9.2 eV/Å. The calculation puts the electronic energy at -11966.34744 eV.

Last column: Löwdin charge in e.
Cartesian coordinates (Å):
1 F -0.908260 -1.739537 -0.207849  -0.05
2 O 3.249139 0.209125 0.223581  0.02
3 N -1.246232 1.842038 -0.422628  0.14
4 N -2.216229 0.098988 0.709387  -0.03
5 C -1.156029 0.636606 0.037191  -0.57
6 C 2.029101 0.378065 0.214181  -0.25
7 C 1.064359 -0.607275 -0.294305  0.02
8 C -0.247967 -0.486925 -0.225605  -0.20
9 H -2.761910 -1.348937 0.421542  0.29
10 H 1.513121 -1.645343 -0.527420  0.17
11 H 1.786374 1.345250 0.676011  0.13
12 H -0.546648 2.096707 -1.114021  0.05
13 H -3.709261 0.425137 0.229795  0.26

Cartesian forces (eV/Å) of the 6 atoms listed first:
F 1.134 1.412 -0.967
O -1.568 -0.737 -0.393
N 0.457 -1.242 0.289
N -8.531 -3.438 0.280
C -2.151 0.371 -2.533
C 2.608 0.967 -0.032

=====

# 4
Density functional theory data (ωB97M-V with the def2-TZVPD basis set) for 2 unconnected molecules or ions with the total composition C5H10N2S in a non-equilibrium geometry.

Its highest occupied orbital energy is -9.373 eV. The calculation puts the maximum force at 4.9 eV/Å. The calculation puts the electronic energy at -19160.07237 eV.

Last column: Löwdin charge in e.
Cartesian coordinates (Å):
1 S -0.008031 2.269073 -0.240477  0.74
2 N -0.649745 -1.773123 -0.561910  0.06
3 N -3.108037 0.137529 0.463814  0.19
4 C -0.843991 -0.355434 -0.597979  -0.45
5 C 0.252082 0.475261 0.095147  -0.82
6 C -2.115374 0.024983 -0.090948  -0.27
7 C 1.627470 -0.033544 -0.256276  -0.12
8 C 0.245280 0.464644 1.721127  -0.06
9 H -0.311173 2.270222 -1.682369  -0.06
10 H -0.852031 0.025937 -2.060064  0.21
11 H 2.367491 0.582483 0.208636  0.08
12 H -0.591724 0.953132 2.083866  0.05
13 H -1.360939 -2.339564 -0.976995  0.09
14 H 1.681648 -0.196343 -1.308464  0.08
15 H 0.412344 -0.503848 1.887169  0.03
16 H 1.833205 -0.940598 0.256071  0.07
17 H 1.164572 0.988711 1.997739  0.08
18 H 0.256959 -2.049515 -0.938085  0.08

Cartesian forces (eV/Å) of the 6 atoms listed first:
S -0.400 -0.251 -2.375
N 1.097 0.043 0.785
N -0.705 0.362 0.133
C 1.124 0.531 -4.298
C 0.169 0.798 1.296
C -0.771 -0.450 0.306